C32H34N2O5 | the ωB97M-V functional and the def2-TZVPD basis

energy	-46955.8915	eV
HOMO level	-8.37	eV
energy relative to the best compared isomer or geometry (same formula, charge and spin)	0.0	kcal/mol
LUMO energy	0.683	eV
SMILES	COC(=O)CCCCCN1C(=O)N[C@@H](c2ccc(-c3ccccc3)cc2)C(C(=O)OCc2ccccc2)=C1C
2S+1	1
charge	0

Geometry (Å):
C 1.933 3.403 0.861
O 0.808 3.406 1.728
C 0.776 2.493 2.701
O 1.644 1.680 2.888
C -0.493 2.615 3.509
C -1.579 1.730 2.886
C -2.907 1.887 3.622
C -4.014 0.973 3.090
C -4.608 1.425 1.750
N -3.795 1.085 0.595
C -3.214 2.174 -0.068
O -3.444 3.319 0.264
N -2.422 1.886 -1.116
C -1.942 0.582 -1.526
C -0.471 0.411 -1.186
C -0.073 -0.084 0.049
C 1.264 -0.240 0.351
C 2.248 0.104 -0.574
C 3.672 -0.049 -0.246
C 4.588 -0.445 -1.217
C 5.926 -0.597 -0.904
C 6.372 -0.346 0.383
C 5.471 0.058 1.354
C 4.131 0.204 1.046
C 1.845 0.604 -1.811
C 0.505 0.756 -2.111
C -2.780 -0.489 -0.875
C -2.494 -1.846 -1.329
O -2.916 -2.877 -0.850
O -1.643 -1.824 -2.379
C -1.075 -3.063 -2.800
C 0.336 -3.169 -2.281
C 0.556 -3.352 -0.921
C 1.844 -3.415 -0.424
C 2.926 -3.305 -1.280
C 2.713 -3.121 -2.635
C 1.424 -3.045 -3.133
C -3.647 -0.205 0.132
C -4.466 -1.289 0.757
H 2.844 3.192 1.424
H 1.979 4.393 0.414
H 1.810 2.642 0.088
H -0.821 3.654 3.497
H -0.293 2.298 4.533
H -1.695 2.016 1.842
H -1.254 0.687 2.927
H -2.749 1.658 4.679
H -3.234 2.926 3.551
H -4.829 0.966 3.817
H -3.633 -0.045 3.010
H -5.615 1.019 1.626
H -4.688 2.515 1.742
H -1.992 2.689 -1.550
H -2.046 0.515 -2.619
H -0.822 -0.369 0.773
H 1.551 -0.638 1.311
H 4.244 -0.660 -2.218
H 6.624 -0.914 -1.666
H 7.418 -0.464 0.627
H 5.814 0.261 2.358
H 3.439 0.537 1.805
H 2.589 0.895 -2.539
H 0.212 1.140 -3.078
H -1.695 -3.882 -2.417
H -1.095 -3.058 -3.892
H -0.290 -3.448 -0.256
H 2.007 -3.557 0.634
H 3.932 -3.357 -0.891
H 3.553 -3.038 -3.308
H 1.260 -2.895 -4.190
H -3.851 -1.874 1.440
H -5.325 -0.908 1.297
H -4.802 -1.978 -0.013


C32H34NOSi | the ωB97M-V functional and the def2-TZVPD basis

energy	-45143.3869	eV
HOMO level	-10.79	eV
LUMO energy	-5.385	eV
2S+1	1
charge	+1

Geometry (Å):
C 2.463 1.852 -1.966
Si 0.853 2.583 -2.469
C 0.236 3.808 -1.209
C 0.771 3.328 -4.175
C -0.389 1.132 -2.386
C -0.281 0.105 -1.524
O -1.370 1.344 -3.340
C -2.651 1.777 -2.983
C -3.083 3.021 -3.460
C -4.236 3.569 -2.902
C -5.073 2.774 -2.114
C -4.674 1.482 -1.758
C -3.445 0.966 -2.179
H 3.208 2.660 -1.984
H 2.412 1.436 -0.950
H 2.759 1.067 -2.676
H 0.957 4.641 -1.168
H -0.753 4.209 -1.483
H 0.166 3.357 -0.207
H 1.572 4.083 -4.220
H 0.941 2.577 -4.961
H -0.191 3.829 -4.366
H -1.147 -0.451 -1.170
H 0.726 -0.263 -1.296
H -2.482 3.577 -4.190
H -4.505 4.607 -3.096
H -6.041 3.153 -1.785
H -5.310 0.826 -1.166
H -3.068 -0.030 -1.912
C 3.677 -6.251 0.959
N 2.993 -5.461 1.965
C 3.281 -5.815 3.346
C 2.421 -4.261 1.641
C 1.602 -4.116 0.480
C 0.804 -2.987 0.354
C 1.005 -1.871 1.211
C 0.222 -0.662 1.179
C 0.722 0.649 1.566
C -0.397 1.498 1.865
C -0.190 2.812 2.269
C 1.118 3.304 2.356
C 2.210 2.479 2.050
C 2.024 1.148 1.648
C -1.614 0.717 1.664
C -1.215 -0.620 1.303
C -2.149 -1.636 1.149
C -3.504 -1.299 1.221
C -3.904 0.024 1.492
C -2.966 1.037 1.719
C 2.009 -1.961 2.208
C 2.615 -3.157 2.503
H 3.310 -6.021 -0.049
H 4.764 -6.047 0.987
H 3.483 -7.303 1.199
H 2.456 -5.540 4.017
H 3.409 -6.897 3.377
H 4.199 -5.344 3.725
H 1.567 -4.932 -0.246
H 0.064 -2.919 -0.450
H -1.050 3.405 2.561
H 1.295 4.322 2.700
H 3.225 2.888 2.105
H 2.869 0.531 1.343
H -1.803 -2.645 0.933
H -4.264 -2.062 1.035
H -4.965 0.251 1.577
H -3.250 2.053 1.990
H 2.284 -1.080 2.783
H 3.279 -3.250 3.361


C32H35Al2Br2Cl4F10NNa2O18PS2 | the ωB97M-V functional and the def2-TZVPD basis

energy	-342383.6046	eV
HOMO level	-14.12	eV
LUMO energy	-11.637	eV
2S+1	1
charge	+3

Geometry (Å):
C 0.358 1.909 4.694
C 1.304 2.022 3.605
C 0.953 2.695 2.174
C 0.876 1.500 1.092
C 2.001 1.224 0.018
C 3.231 2.268 0.037
C 2.798 3.645 -0.702
O 3.702 4.482 -0.976
O 1.413 3.879 -1.044
C 1.894 0.036 -1.020
C 3.056 -0.233 -2.101
F 4.394 -0.354 -1.462
C 3.056 0.890 -3.291
C 2.680 0.136 -4.697
C 0.591 -0.857 -0.930
C 0.489 -2.087 -1.947
C 1.446 -3.242 -1.305
N 1.253 -4.586 -1.916
C 2.415 -5.030 -2.734
C 3.795 -5.227 -1.921
C 0.840 -5.577 -0.897
C -0.623 -6.244 -1.090
O 1.500 -5.912 0.122
C -0.517 -0.565 0.136
C -0.403 0.614 1.177
C -1.564 0.802 2.259
O -1.977 1.903 2.706
C -2.267 -0.563 2.758
Br -2.948 -0.807 4.602
C -2.373 -1.634 1.802
Br -3.182 -3.392 2.270
C -1.854 -1.460 0.280
O -2.477 -1.951 -0.683
H -0.270 2.857 4.910
H 0.266 0.943 5.309
H 2.363 1.631 3.837
H 1.776 3.459 1.960
H -0.038 3.295 2.195
H 4.196 1.859 -0.411
H 3.460 2.480 1.152
H 1.030 4.545 -0.414
H 2.913 -1.240 -2.653
H 2.226 1.671 -3.149
H 4.095 1.370 -3.433
H 1.537 -0.037 -4.781
H 3.189 -0.900 -4.783
H 2.973 0.750 -5.627
H 0.910 -1.709 -2.957
H -0.570 -2.451 -2.160
H 1.083 -3.334 -0.206
H 2.531 -2.882 -1.260
H 2.651 -4.332 -3.626
H 2.175 -6.054 -3.219
H 4.139 -6.325 -1.839
H 3.656 -4.829 -0.858
H 4.611 -4.557 -2.407
H -0.469 -7.373 -1.133
H -1.282 -5.939 -0.190
H -1.113 -5.789 -2.014
Al 0.098 4.308 4.633
C -0.315 4.698 -3.584
C -1.550 4.617 -2.706
O -2.087 5.930 -2.450
C -2.830 6.466 -3.446
O -3.048 5.921 -4.495
C -3.377 7.828 -3.032
F -2.442 8.612 -2.469
F -4.388 7.715 -2.112
F -3.881 8.522 -4.060
H 0.427 5.369 -3.145
H 0.129 3.710 -3.710
H -0.556 5.096 -4.573
H -1.278 4.195 -1.734
H -2.313 3.965 -3.139
O -3.347 1.486 -2.447
S -3.038 1.233 -3.863
O -2.368 -0.067 -3.999
O -2.151 2.294 -4.363
O -4.287 1.217 -4.635
C 1.516 -4.670 3.995
C 1.756 -4.491 2.528
O 1.295 -3.166 2.286
C 1.359 -2.497 3.470
O 1.202 -1.310 3.586
O 1.626 -3.342 4.500
H 2.252 -5.326 4.461
H 0.513 -5.048 4.213
H 2.817 -4.549 2.267
H 1.203 -5.212 1.923
F -6.413 -1.757 0.734
P -5.897 -0.372 0.119
F -4.566 0.423 -0.319
F -7.142 0.324 0.846
F -5.506 -1.468 -0.983
F -5.081 -0.157 1.486
F -6.649 0.416 -1.057
Na 6.020 -1.688 -1.515
O 3.990 4.571 8.342
S 3.484 5.600 7.425
O 4.579 6.494 7.030
O 2.446 6.382 8.107
O 2.923 4.955 6.230
Na -5.468 6.108 -1.495
Al 4.506 0.080 -6.799
C -5.212 -5.761 4.938
Cl -4.345 -6.058 3.413
Cl -6.502 -4.573 4.661
Cl -5.920 -7.281 5.521
Cl -4.076 -5.131 6.151


Q: What is the formula in the first record?
A: C32H34N2O5


Q: The highest energy belongs to which entry?
A: C32H34NOSi


Please write out number 2 again, unchanged.
C32H34NOSi | the ωB97M-V functional and the def2-TZVPD basis

energy	-45143.3869	eV
HOMO level	-10.79	eV
LUMO energy	-5.385	eV
2S+1	1
charge	+1

Geometry (Å):
C 2.463 1.852 -1.966
Si 0.853 2.583 -2.469
C 0.236 3.808 -1.209
C 0.771 3.328 -4.175
C -0.389 1.132 -2.386
C -0.281 0.105 -1.524
O -1.370 1.344 -3.340
C -2.651 1.777 -2.983
C -3.083 3.021 -3.460
C -4.236 3.569 -2.902
C -5.073 2.774 -2.114
C -4.674 1.482 -1.758
C -3.445 0.966 -2.179
H 3.208 2.660 -1.984
H 2.412 1.436 -0.950
H 2.759 1.067 -2.676
H 0.957 4.641 -1.168
H -0.753 4.209 -1.483
H 0.166 3.357 -0.207
H 1.572 4.083 -4.220
H 0.941 2.577 -4.961
H -0.191 3.829 -4.366
H -1.147 -0.451 -1.170
H 0.726 -0.263 -1.296
H -2.482 3.577 -4.190
H -4.505 4.607 -3.096
H -6.041 3.153 -1.785
H -5.310 0.826 -1.166
H -3.068 -0.030 -1.912
C 3.677 -6.251 0.959
N 2.993 -5.461 1.965
C 3.281 -5.815 3.346
C 2.421 -4.261 1.641
C 1.602 -4.116 0.480
C 0.804 -2.987 0.354
C 1.005 -1.871 1.211
C 0.222 -0.662 1.179
C 0.722 0.649 1.566
C -0.397 1.498 1.865
C -0.190 2.812 2.269
C 1.118 3.304 2.356
C 2.210 2.479 2.050
C 2.024 1.148 1.648
C -1.614 0.717 1.664
C -1.215 -0.620 1.303
C -2.149 -1.636 1.149
C -3.504 -1.299 1.221
C -3.904 0.024 1.492
C -2.966 1.037 1.719
C 2.009 -1.961 2.208
C 2.615 -3.157 2.503
H 3.310 -6.021 -0.049
H 4.764 -6.047 0.987
H 3.483 -7.303 1.199
H 2.456 -5.540 4.017
H 3.409 -6.897 3.377
H 4.199 -5.344 3.725
H 1.567 -4.932 -0.246
H 0.064 -2.919 -0.450
H -1.050 3.405 2.561
H 1.295 4.322 2.700
H 3.225 2.888 2.105
H 2.869 0.531 1.343
H -1.803 -2.645 0.933
H -4.264 -2.062 1.035
H -4.965 0.251 1.577
H -3.250 2.053 1.990
H 2.284 -1.080 2.783
H 3.279 -3.250 3.361